Entry 1:
{
  "formula": "C24H29ClN4O2",
  "method": "ωB97M-V with the def2-TZVPD basis set",
  "smiles": "O=C(CCC(=O)N1CCN(c2cccc(Cl)c2)CC1)N1CCN(c2ccccc2)CC1",
  "e_tot_ha": -1761.67300,
  "relative_energy_kcal_mol": 24.5,
  "homo_lumo_gap_ev": 8.12,
  "symbols": ["O", "C", "N", "C", "H", "C", "N", "C", "C", "C", "C", "C", "C", "H", "H", "H", "H", "H", "C", "H", "C", "H", "H", "H", "H", "H", "H", "C", "C", "C", "O", "N", "C", "H", "C", "N", "C", "C", "C", "C", "C", "C", "H", "H", "H", "Cl", "H", "C", "H", "C", "H", "H", "H", "H", "H", "H", "H", "H", "H", "H"],
  "coordinates": [[1.544862, 0.534188, 0.392398], [1.558650, -0.638495, 0.742042], [1.553954, -1.643169, -0.150986], [1.485839, -3.063623, 0.109594], [1.566217, -3.276820, 1.172395], [0.155597, -3.612227, -0.440912], [0.021543, -3.337576, -1.852115], [0.550444, -4.199581, -2.803012], [1.270111, -5.350689, -2.464244], [1.722025, -6.222695, -3.437038], [1.481339, -5.978902, -4.776424], [0.762203, -4.848638, -5.128340], [0.300734, -3.977822, -4.163679], [-0.282745, -3.124526, -4.472878], [0.549973, -4.645868, -6.168248], [1.841761, -6.658991, -5.532831], [2.277648, -7.100500, -3.138739], [1.492652, -5.580891, -1.433938], [0.059150, -1.906425, -2.063538], [-0.065997, -1.658747, -3.114802], [1.394636, -1.336568, -1.560251], [1.427151, -0.252673, -1.674504], [2.220997, -1.790038, -2.119975], [-0.760126, -1.460419, -1.491285], [0.067118, -4.680848, -0.250293], [-0.667211, -3.098023, 0.067232], [2.324908, -3.542710, -0.411058], [1.566568, -0.983322, 2.227033], [0.133039, -1.297443, 2.700170], [-0.902370, -0.635681, 1.799487], [-1.547067, -1.307202, 1.006655], [-1.083616, 0.692754, 1.902513], [-0.293414, 1.590636, 2.719210], [0.684913, 1.750562, 2.250918], [-0.999726, 2.938110, 2.853059], [-1.137419, 3.553337, 1.554375], [-1.184969, 4.910599, 1.393737], [-0.967634, 5.491816, 0.136779], [-1.036087, 6.862035, -0.013397], [-1.301702, 7.705721, 1.051260], [-1.503186, 7.133198, 2.295840], [-1.453452, 5.765938, 2.472621], [-1.645321, 5.360546, 3.452930], [-1.715268, 7.768664, 3.142799], [-1.347948, 8.772784, 0.910622], [-0.765710, 7.538880, -1.585056], [-0.723646, 4.883820, -0.717887], [-1.241204, 2.632392, 0.442765], [-1.848486, 3.082042, -0.345529], [-1.921818, 1.355122, 0.920086], [-2.073143, 0.661614, 0.090273], [-2.900055, 1.588117, 1.356275], [-0.253193, 2.378204, 0.034528], [-1.977167, 2.795518, 3.339453], [-0.389469, 3.580263, 3.494178], [-0.151663, 1.163553, 3.714712], [-0.057862, -2.370084, 2.634875], [-0.000681, -0.992603, 3.738499], [1.949201, -0.102744, 2.743562], [2.236125, -1.813869, 2.448088]],
  "forces_ev_per_angstrom": [[-0.1, 0.3, 0.0], [0.5, -0.1, 0.3], [0.1, -0.1, -0.3], [-0.3, -0.4, 0.1], [0.0, 0.0, 0.0], [0.2, -0.1, 0.3], [-0.3, 0.0, 0.1], [0.0, -0.2, -0.2], [0.0, 0.1, 0.2], [0.0, -0.1, -0.2], [0.1, -0.1, -0.1], [0.0, 0.0, 0.0], [0.0, 0.1, 0.0], [-0.1, 0.1, 0.0], [0.0, 0.0, -0.1], [0.0, -0.1, -0.1], [0.0, -0.1, 0.0], [0.0, 0.0, 0.1], [0.3, 0.3, -0.1], [0.0, 0.0, 0.0], [-0.3, 0.3, -0.4], [0.0, -0.2, 0.0], [0.0, 0.0, 0.0], [0.0, 0.0, -0.1], [0.0, 0.0, 0.0], [0.2, -0.1, 0.0], [0.0, 0.0, 0.1], [0.0, 0.1, -0.1], [-0.1, -0.1, -0.1], [-0.1, -0.2, 0.5], [-0.1, -0.2, -0.2], [-0.2, 0.2, 0.0], [0.3, 0.2, 0.3], [-0.1, 0.0, 0.1], [0.0, -0.1, 0.2], [0.1, -0.2, 0.1], [0.0, 0.4, 0.0], [0.0, -0.1, 0.0], [-0.1, 0.0, 0.2], [0.0, 0.1, -0.1], [0.0, 0.0, -0.1], [0.0, -0.1, 0.1], [0.0, -0.1, 0.1], [0.0, 0.0, 0.1], [0.0, 0.1, 0.0], [0.0, 0.1, -0.2], [0.0, -0.1, -0.1], [0.0, -0.2, -0.1], [0.0, 0.0, 0.0], [-0.1, 0.0, -0.4], [0.0, 0.2, 0.1], [0.0, 0.0, -0.1], [-0.1, 0.0, -0.1], [0.1, 0.0, 0.1], [-0.1, -0.1, 0.0], [0.0, 0.1, 0.0], [-0.1, 0.1, 0.0], [0.0, 0.0, 0.0], [0.0, -0.1, -0.1], [0.0, 0.0, 0.0]]
}

=====

Entry 2:
{
  "formula": "C26H30CrN10O2Si",
  "method": "ωB97M-V with the def2-TZVPD basis set",
  "s_squared": 3.954,
  "charge": -1,
  "spin_multiplicity": 4,
  "e_tot_ha": -3040.42198,
  "homo_lumo_gap_ev": [3.62, 5.48],
  "symbols": ["Cr", "O", "N", "N", "O", "C", "C", "C", "C", "C", "C", "H", "H", "H", "H", "H", "N", "C", "N", "C", "N", "N", "C", "C", "C", "N", "H", "H", "H", "H", "C", "C", "N", "C", "C", "C", "C", "C", "C", "C", "C", "N", "C", "N", "H", "H", "H", "H", "H", "H", "H", "H", "H", "C", "Si", "C", "C", "C", "H", "H", "H", "H", "H", "H", "H", "H", "H", "H", "H", "H"],
  "coordinates": [[0.000000, 0.000000, 0.000000], [1.357400, 0.000000, 1.225400], [2.516500, 0.000200, 0.795900], [2.604500, 0.000200, -0.551600], [1.396200, 0.000000, -1.259000], [3.853900, 0.000300, -1.251700], [3.922400, 0.000400, -2.657700], [5.146200, 0.000500, -3.337500], [6.340000, 0.000700, -2.622800], [6.308000, 0.000700, -1.231500], [5.080200, 0.000500, -0.557900], [2.998400, 0.000200, -3.231600], [5.152500, 0.000500, -4.422700], [7.289600, 0.000800, -3.147800], [7.231700, 0.000800, -0.661700], [5.082300, 0.000500, 0.528400], [-0.108600, 3.877500, 4.667100], [-0.860200, 3.462700, 3.885100], [-1.835900, 2.970400, 2.925800], [-1.201100, 2.028600, 2.017700], [-0.734200, 1.271300, 1.271300], [-1.892100, -1.984600, -1.213400], [-2.105100, -2.796400, -2.289700], [-1.024800, -2.617000, -3.120100], [-0.217700, -1.677200, -2.453600], [-0.744800, -1.289700, -1.289700], [-2.480600, -1.854400, -0.397100], [-2.987500, -3.415000, -2.365400], [-0.843400, -3.095400, -4.071700], [0.730600, -1.259200, -2.766500], [-2.481800, -1.927000, 2.836100], [-2.008900, -1.205200, 1.752300], [-0.744500, -1.289200, 1.289200], [0.087800, -2.129000, 1.955100], [-0.281100, -2.894900, 3.058800], [-1.604400, -2.789300, 3.491300], [0.624900, -3.849700, 3.706300], [1.850800, -3.637000, 4.218300], [2.618100, -2.385600, 4.339700], [3.971600, -2.433600, 4.612700], [4.612900, -1.220800, 4.725700], [3.991800, -0.037400, 4.590100], [2.677600, -0.102400, 4.334600], [1.955100, -1.223900, 4.209200], [-3.509900, -1.822700, 3.163100], [-2.655700, -0.521600, 1.210100], [1.097200, -2.172100, 1.555600], [-1.956600, -3.367400, 4.341200], [0.223400, -4.861100, 3.756500], [2.361800, -4.507300, 4.626900], [4.512700, -3.362700, 4.727400], [5.677400, -1.165600, 4.934100], [2.148800, 0.837200, 4.218300], [-2.500800, 1.618000, -3.853300], [-1.453600, 2.534600, -2.600100], [-2.521800, 3.805200, -1.718800], [-0.048800, 3.413800, -3.472800], [-0.785000, 1.359300, -1.359300], [-2.922400, 2.313300, -4.585400], [-3.328700, 1.097900, -3.362600], [-1.903100, 0.876700, -4.392700], [-2.935800, 4.522700, -2.433800], [-1.934300, 4.358800, -0.980100], [-3.353600, 3.319100, -1.201100], [-0.437400, 4.133800, -4.199700], [0.586100, 2.700200, -4.006400], [0.574500, 3.957300, -2.756500], [-1.486900, 0.664300, -0.854400], [-0.038400, 1.728500, -0.626700], [-1.693000, 0.000000, 0.000000]],
  "forces_ev_per_angstrom": [[-6.0, 0.2, -0.8], [1.8, 0.4, 0.9], [2.7, 0.1, -3.0], [-1.7, -0.2, 1.8], [4.2, 0.1, 0.3], [1.2, 0.0, -0.3], [-0.7, 0.0, 0.1], [-0.2, 0.0, 0.7], [-0.1, 0.0, -0.1], [-0.8, 0.0, -0.1], [0.0, 0.0, 0.3], [0.1, 0.0, 0.2], [0.0, 0.0, 0.1], [-0.1, 0.0, 0.0], [-0.2, 0.0, 0.0], [-0.1, 0.0, -0.2], [-0.5, -0.1, -0.3], [-1.8, -1.6, -2.6], [4.1, -1.8, -0.7], [-1.2, 3.0, 3.3], [-0.8, 1.7, 2.2], [-0.4, -0.4, -0.2], [0.2, 0.7, 0.7], [0.0, 0.1, 0.2], [0.4, -0.1, -0.3], [-0.3, -3.2, -3.0], [0.1, -0.2, 0.0], [0.1, 0.1, 0.1], [0.0, 0.1, 0.2], [-0.4, -0.1, 0.0], [0.8, -0.3, -0.3], [-2.2, -0.1, 0.8], [1.7, -2.1, 1.6], [-0.3, 0.0, 0.2], [1.5, -0.1, -0.9], [-1.9, 0.0, 0.6], [-0.6, 0.5, -0.7], [0.8, 0.0, 0.1], [-1.7, -0.8, -0.3], [0.8, 0.5, 0.2], [-0.1, 0.4, 0.0], [-0.1, -0.2, -0.1], [0.1, -1.0, 0.1], [0.7, 0.9, 0.0], [0.1, 0.1, -0.1], [-0.1, 0.0, 0.4], [-0.1, -0.3, 0.3], [0.1, 0.1, 0.0], [0.0, 0.0, 0.4], [0.1, 0.0, -0.1], [-0.1, -0.1, 0.0], [0.0, 0.0, 0.0], [0.0, 0.0, 0.0], [-0.1, 0.0, -0.2], [0.6, -1.0, 1.2], [-0.1, 0.2, -0.3], [0.0, 0.2, -0.2], [1.0, 1.1, -1.2], [-0.1, -0.1, 0.0], [0.0, 0.0, 0.0], [0.0, 0.0, 0.1], [-0.1, 0.1, 0.0], [-0.1, -0.1, 0.0], [0.1, 0.0, 0.0], [0.1, 0.1, 0.0], [0.0, 0.0, 0.1], [0.0, 0.0, 0.0], [-1.3, 1.8, -0.9], [-0.5, 1.5, -1.0], [1.4, -0.5, 0.7]]
}

=====

Entry 3:
{
  "formula": "C3H5O5S2",
  "method": "ωB97M-V with the def2-TZVPD basis set",
  "charge": -1,
  "e_tot_ha": -1289.81873,
  "relative_energy_kcal_mol": 58.5,
  "homo_lumo_gap_ev": 8.29,
  "symbols": ["C", "C", "C", "O", "O", "O", "O", "O", "S", "S", "H", "H", "H", "H", "H"],
  "coordinates": [[2.448179, -0.360428, 1.062493], [1.393803, -0.002880, 1.684820], [-1.653084, -0.010322, -1.830416], [0.366116, 0.483430, 3.864202], [-1.126717, -1.016421, 0.659254], [-0.088613, 1.019993, -0.097113], [0.584497, -1.161970, -1.086174], [-1.918570, 1.341576, -2.147450], [0.026543, 0.459103, 2.398323], [-0.440227, -0.348297, -0.472553], [2.806125, -1.479383, 0.918030], [3.002198, 0.339438, 0.606948], [-2.664971, -0.313683, -1.595893], [-1.328526, -0.630428, -2.572314], [-1.406751, 1.680271, -1.392158]],
  "forces_ev_per_angstrom": [[0.2, -4.9, 0.7], [-2.1, 0.5, 1.1], [-2.4, 0.1, 1.9], [-0.7, 0.4, 0.1], [0.1, 0.0, -1.8], [0.2, 0.8, -0.9], [0.2, 0.1, -0.3], [1.7, 0.1, 0.4], [2.5, -0.3, 1.7], [-2.1, -0.6, 0.3], [-1.1, 2.3, 0.3], [2.3, 2.5, -1.6], [0.0, -1.2, 0.8], [1.1, -1.1, -2.6], [0.1, 1.3, -0.1]]
}

=====

Entry 4:
{
  "formula": "CH6N3O",
  "method": "ωB97M-V with the def2-TZVPD basis set",
  "charge": 1,
  "e_tot_ha": -280.79016,
  "relative_energy_kcal_mol": 89.9,
  "homo_lumo_gap_ev": 9.64,
  "symbols": ["C", "N", "N", "N", "O", "H", "H", "H", "H", "H", "H"],
  "coordinates": [[0.157669, -0.839234, 0.209068], [-0.102511, -0.341969, -1.221484], [-0.491033, 0.312306, 0.880530], [-0.844065, 1.012547, -0.269766], [1.461827, -0.809784, 0.586816], [-0.335281, -1.847364, 0.292193], [0.684740, 0.046928, -1.878680], [0.069240, 0.618382, 1.638803], [-0.441294, 1.907390, -0.317699], [-1.826622, 0.979111, -0.379148], [1.826645, -1.606990, 0.361212]],
  "forces_ev_per_angstrom": [[-0.1, 0.9, 0.1], [-1.3, 3.0, 0.5], [-0.7, -4.0, -0.8], [2.5, -2.8, -1.0], [-1.4, 2.5, 0.6], [0.4, 1.0, 0.1], [-1.3, -0.6, 2.1], [0.6, 1.6, 0.3], [0.6, 1.8, -0.5], [-1.3, 0.1, -0.7], [2.0, -3.4, -0.6]]
}